(1)
11
Properties=species:S:1:pos:R:3:forces:R:3 method="wB97M-V/def2-TZVPD" lumo_ev=-1.52 total_energy_ev=-60242.133 e_homo_ev=-8.4 total_charge=0
C 1.00351 -0.50595 -0.02147 -0.07 0.01 0.01
O 0.83658 -1.71180 0.20523 -0.90 -0.31 -0.50
C 2.36291 0.21582 0.28358 1.53 -1.00 0.27
O 2.43584 1.37895 -0.20682 -0.68 0.83 -0.54
O 3.25440 -0.42781 0.83560 -1.05 0.42 -0.18
Cu -1.15815 -1.85336 -0.93536 1.26 0.85 1.01
Li 0.94503 1.80235 -1.26025 0.47 -0.53 0.77
O 0.10943 0.21590 -0.59396 -0.72 -0.08 -0.67
O -2.99283 -0.74665 0.12978 0.38 0.20 0.95
O -3.58329 1.34743 0.91987 0.68 -0.69 0.71
C -3.21342 0.28512 0.64380 -0.90 0.30 -1.82

(2)
39
Properties=species:S:1:pos:R:3:forces:R:3 method="wB97M-V/def2-TZVPD" lumo_ev="6.80 / 5.61" total_energy_ev=-133182.760 multiplicity=3 e_above_lowest_kcal_mol=0.0 e_homo_ev="-2.4 / -2.4" total_charge=-3
Pd 0.01313 -0.04264 0.14262 -0.82 0.32 0.64
C 1.32516 3.83057 -1.10108 -0.18 0.30 0.13
F 2.07496 4.96135 -1.01296 -0.17 -0.03 0.01
F 0.51290 3.98400 -2.15426 0.00 0.02 -0.16
F 2.15577 2.83351 -1.34950 0.25 -0.24 -0.13
S 0.36699 3.52190 0.44511 -0.20 -0.23 -0.45
O 1.35665 3.68758 1.45771 0.48 -0.02 0.63
O -0.70532 4.47912 0.42899 -0.09 0.23 -0.14
O -0.09605 2.15339 0.20608 0.06 -0.02 -0.19
C -4.03510 1.37875 -0.67320 -0.28 -0.26 0.22
F -5.35793 1.69884 -0.62765 0.09 -0.06 -0.01
F -3.83310 0.74079 -1.82780 0.06 0.01 -0.23
F -3.36028 2.51770 -0.69064 0.17 0.23 -0.05
S -3.57653 0.31409 0.76360 -0.19 0.39 0.07
O -2.13537 0.22524 0.60365 0.19 0.07 0.20
O -4.03434 1.09726 1.88504 0.20 0.03 0.09
O -4.27912 -0.91069 0.52573 -0.30 -0.40 -0.15
C 0.93147 -4.25958 0.87890 -0.11 0.44 0.44
F 1.63058 -3.66789 -0.08239 0.01 -0.28 -0.16
F 0.72244 -5.54154 0.52213 0.10 -0.22 -0.04
F 1.68402 -4.27455 1.99728 -0.04 -0.10 -0.29
S -0.68694 -3.40127 1.19033 0.30 0.12 0.23
O -0.98691 -3.75412 2.55388 0.11 0.18 0.13
O -0.30296 -2.00494 0.98602 -0.11 -0.35 0.14
O -1.57550 -3.93646 0.21062 -0.33 -0.28 -0.74
P 0.56005 -0.53694 -2.96438 -0.21 -0.20 -0.46
F -0.33255 -1.07633 -4.19552 -0.02 0.06 0.13
F 0.50247 0.95073 -3.56432 -0.01 0.02 0.10
F -0.81108 -0.21986 -2.08210 0.28 0.01 0.10
F 1.43049 0.02527 -1.68204 0.30 -0.03 0.03
F 0.59788 -2.00491 -2.32392 0.00 0.04 0.03
F 1.92285 -0.82533 -3.76214 0.13 0.00 -0.08
P 2.64855 -0.28535 2.19819 0.05 0.40 -0.70
F 2.84315 0.78518 0.98330 0.07 -0.29 0.42
F 4.22810 -0.65241 2.20395 -0.16 0.14 -0.04
F 2.87715 0.88210 3.27479 0.04 0.02 0.02
F 2.35871 -1.32790 3.36245 0.04 -0.33 0.39
F 1.00516 0.07918 2.18615 0.10 0.17 -0.22
F 2.36044 -1.42387 1.08740 0.20 0.14 0.10

(3)
8
Properties=species:S:1:pos:R:3:forces:R:3 method="wB97M-V/def2-TZVPD" lumo_ev="-10.41 / -12.53" total_energy_ev=-45160.565 multiplicity=6 e_homo_ev="-19.5 / -19.3" total_charge=+2
C 0.64625 0.99316 -0.38522 0.99 1.32 1.26
F 1.84137 1.66505 -0.22138 -2.46 -1.52 -0.90
Li -0.34335 -2.46525 -0.64058 0.39 -0.59 -0.16
F 1.75209 -0.88270 0.49822 -3.06 0.44 -1.21
O -2.04368 0.01899 0.44834 2.47 -2.92 1.04
C 0.60811 -0.32219 -0.08133 3.50 -0.47 1.43
C -1.25935 -0.85341 0.66900 -2.18 3.08 -1.09
Fe -1.20143 1.84635 -0.28704 0.34 0.66 -0.37

(4)
9
Properties=species:S:1:pos:R:3:forces:R:3 method="wB97M-V/def2-TZVPD" lumo_ev=-0.61 total_energy_ev=-15733.226 e_above_lowest_kcal_mol=0.0 e_homo_ev=-11.7 total_charge=0
F -0.39756 -2.07314 -2.12337 0.06 1.42 1.64
F -1.14225 -2.07799 2.40635 -0.26 1.26 -2.41
F 0.76056 1.57697 0.66202 -0.43 -2.23 -1.66
N -0.95737 -1.96631 0.06137 -1.86 -0.73 1.55
N 0.29058 -0.25963 -0.89140 0.49 3.35 1.45
N -0.09104 -0.33484 1.43320 -0.90 1.98 1.19
C -0.38459 -1.37058 -0.95668 0.30 -0.93 0.49
C -0.85850 -1.37278 1.26420 2.62 -2.27 -1.12
C 0.28949 0.33643 0.37220 -0.01 -1.85 -1.11

(5)
25
Properties=species:S:1:pos:R:3:forces:R:3 method="wB97M-V/def2-TZVPD" lumo_ev=3.80 total_energy_ev=-94832.237 e_above_lowest_kcal_mol=20.9 e_homo_ev=-4.3 total_charge=-2
K -0.50908 -0.87971 -1.08865 0.58 0.36 0.40
C -3.21843 0.15385 1.69042 -0.76 -0.19 -0.19
F -2.51325 0.12051 2.80881 0.21 0.15 0.19
F -2.35305 0.25485 0.65405 0.33 0.14 -0.10
F -3.78043 -1.06833 1.54730 0.03 -0.15 0.05
S -4.55804 1.49787 1.63374 -0.24 -0.26 -0.01
O -4.21482 2.21584 0.42870 0.11 0.16 -0.01
O -5.77521 0.70902 1.52558 0.26 0.16 0.21
O -4.37282 2.19875 2.88626 -0.03 -0.12 -0.23
C 2.95442 -2.50745 -4.34975 0.33 0.17 0.70
F 1.82120 -2.45619 -5.05566 -0.12 -0.04 -0.27
F 3.76171 -3.41034 -4.92358 -0.02 -0.13 -0.09
F 3.56948 -1.31917 -4.47014 -0.16 0.09 -0.01
S 2.59822 -2.94128 -2.55981 -0.22 -0.29 -0.23
O 2.49057 -4.38357 -2.64413 -0.24 0.25 0.08
O 3.70333 -2.43620 -1.79436 0.10 0.08 -0.20
O 1.33193 -2.23391 -2.34612 0.08 -0.16 0.00
C 0.68634 2.13601 2.75874 0.23 -0.88 -0.30
F 0.63597 0.95914 3.43316 0.08 0.26 -0.10
F -0.56702 2.51603 2.53751 -0.07 0.14 0.14
F 1.28346 3.02133 3.56554 -0.15 0.20 0.09
S 1.63182 1.98137 1.15725 0.26 0.27 -0.23
O 1.25671 0.68527 0.59766 -0.50 0.07 0.07
O 1.11873 3.13235 0.43883 0.17 -0.27 -0.01
O 3.01825 2.05395 1.56866 -0.26 -0.01 0.07

(6)
10
Properties=species:S:1:pos:R:3:forces:R:3 method="wB97M-V/def2-TZVPD" lumo_ev="1.34 / 1.16" total_energy_ev=-25785.119 e_above_lowest_kcal_mol=17.8 e_homo_ev="-4.0 / -3.8" total_charge=-1
C -0.73098 1.07487 1.34477 0.03 0.27 0.33
C -2.13734 -0.43229 0.06633 -0.44 -0.27 -0.06
C -1.23533 0.60120 0.15552 1.26 -0.13 -0.78
N -0.32480 1.45437 2.36120 0.19 0.18 0.36
N -2.90970 -1.29455 0.02030 -0.20 -0.30 -0.08
O 2.25167 0.28574 -1.76922 -0.85 -0.06 0.68
O 1.49604 -1.95205 -1.04348 -0.37 1.05 0.31
O 2.65124 -0.46593 0.54953 -1.03 0.28 -0.50
F -0.99721 1.34985 -0.99036 -0.26 0.17 0.02
S 1.93641 -0.62123 -0.69457 1.67 -1.19 -0.28

Number 1: largest force on an atom 2.05 eV/Å. Number 2: largest force on an atom 1.09 eV/Å. Number 3: largest force on an atom 3.96 eV/Å. Number 4: largest force on an atom 3.68 eV/Å. Number 5: largest force on an atom 0.96 eV/Å. Number 6: largest force on an atom 2.07 eV/Å.